{
  "formula": "C31H62FO11PS",
  "method": "wB97M-V/def2-TZVPD",
  "smiles": "CCCO[C@H]1[C@H](O)[C@@H](P(C)CC)[C@@H](C[C@H](C)F)OS1(=O)=O.CC(C)=O.CC(C)=O.CC(C)=O.CC(C)=O.CC(C)=O.CC(C)=O",
  "spin_multiplicity": 1,
  "homo_energy_ev": -8.34,
  "lumo_ev": 0.29,
  "largest_force_ha_per_bohr": 0.122,
  "elements": ["C", "C", "C", "O", "C", "C", "O", "C", "P", "C", "C", "C", "C", "C", "C", "C", "F", "O", "S", "O", "O", "H", "H", "H", "H", "H", "H", "H", "H", "H", "H", "H", "H", "H", "H", "H", "H", "H", "H", "H", "H", "H", "H", "H", "H", "H", "H", "C", "C", "O", "C", "H", "H", "H", "H", "H", "H", "C", "C", "O", "C", "H", "H", "H", "H", "H", "H", "C", "C", "O", "C", "H", "H", "H", "H", "H", "H", "C", "C", "O", "C", "H", "H", "H", "H", "H", "H", "C", "C", "O", "C", "H", "H", "H", "H", "H", "H", "C", "C", "O", "C", "H", "H", "H", "H", "H", "H"],
  "xyz": [[9.24294, -4.42479, -4.31164], [7.99636, -3.84107, -5.10165], [7.72132, -2.43448, -4.50811], [6.70318, -1.68218, -5.16836], [5.45581, -2.29647, -5.08507], [4.88003, -2.44518, -3.63900], [5.37794, -3.58310, -2.94288], [3.29784, -2.49411, -3.56761], [2.79513, -1.10869, -2.38854], [0.96093, -1.14039, -2.02422], [3.57036, -1.64680, -0.74243], [3.11832, -3.11569, -0.32781], [2.59991, -2.46196, -4.96052], [1.05948, -2.67243, -4.94015], [0.57755, -3.86658, -4.06835], [0.67608, -5.18802, -4.88692], [-0.79698, -3.63784, -3.84801], [2.84470, -1.13257, -5.51401], [4.35295, -1.25726, -6.18782], [4.92454, 0.10231, -6.33659], [4.27578, -1.88498, -7.53403], [10.18704, -4.32535, -4.87651], [9.34818, -3.81509, -3.38418], [9.09440, -5.46926, -3.99040], [7.16492, -4.54643, -4.89512], [8.28796, -3.82804, -6.16626], [8.65432, -1.84096, -4.62129], [7.54692, -2.48610, -3.41057], [5.42307, -3.31007, -5.54768], [5.21858, -1.54132, -3.07803], [5.70043, -3.30625, -2.08680], [3.03947, -3.46095, -3.08323], [0.56219, -2.16672, -1.85793], [0.79682, -0.51251, -1.10500], [0.36504, -0.64752, -2.81904], [3.14881, -0.97761, 0.03156], [4.67044, -1.53585, -0.74854], [3.16338, -3.14851, 0.78002], [2.07632, -3.27740, -0.65439], [3.79909, -3.89451, -0.71592], [3.01521, -3.20267, -5.68303], [0.76202, -2.91010, -5.98542], [0.51832, -1.75032, -4.66806], [1.02993, -3.92058, -3.06654], [1.29358, -5.05686, -5.79899], [-0.33494, -5.49650, -5.22533], [1.05543, -6.01198, -4.25147], [-0.04415, 3.27241, 0.30880], [-0.97217, 2.08741, 0.31958], [-0.61139, 0.99708, -0.07598], [-2.36478, 2.30184, 0.83814], [0.92396, 2.97124, -0.09042], [-0.45536, 4.06064, -0.32396], [0.09436, 3.64446, 1.32545], [-2.87846, 3.04588, 0.22679], [-2.32815, 2.62966, 1.87850], [-2.91825, 1.36345, 0.78489], [-2.65190, 6.12403, 3.65216], [-3.57850, 4.93806, 3.65908], [-3.21468, 3.85138, 3.25598], [-4.97159, 5.15233, 4.18648], [-1.68482, 5.82605, 3.24809], [-3.06600, 6.91562, 3.02546], [-2.50971, 6.49070, 4.67023], [-5.48733, 5.90186, 3.58353], [-4.92793, 5.47736, 5.22751], [-5.52840, 4.21739, 4.13404], [-7.61676, 1.75630, -0.02830], [-7.28879, 2.74808, 1.05176], [-8.06323, 3.00167, 1.94914], [-5.94056, 3.40792, 0.96350], [-8.61078, 1.34387, 0.14215], [-7.60253, 2.24840, -1.00231], [-6.88794, 0.94540, -0.00903], [-5.85656, 3.96844, 0.03030], [-5.15934, 2.64847, 1.01562], [-5.81603, 4.09617, 1.79671], [-3.18396, -1.29308, -0.08482], [-4.02176, -0.74544, -1.20909], [-4.97024, -0.01968, -0.99377], [-3.63366, -1.13339, -2.61045], [-3.57614, -0.93378, 0.86661], [-3.22112, -2.38404, -0.09088], [-2.15126, -0.95290, -0.19063], [-3.68960, -2.21700, -2.72616], [-2.62054, -0.78849, -2.82456], [-4.32004, -0.66879, -3.31735], [-2.85435, -1.20933, 5.54029], [-2.39085, 0.22354, 5.56190], [-1.45843, 0.57489, 6.25159], [-3.12923, 1.20675, 4.69479], [-2.23251, -1.80133, 6.21083], [-3.89071, -1.26998, 5.87664], [-2.76616, -1.61356, 4.53030], [-4.17786, 1.25338, 4.99456], [-3.05179, 0.91112, 3.64705], [-2.68853, 2.19248, 4.81228], [-0.15678, 3.61089, 9.85849], [-1.00115, 4.17141, 8.74438], [-1.91556, 4.93368, 8.96957], [-0.66305, 3.74575, 7.34170], [-0.51140, 4.00065, 10.81184], [-0.23452, 2.52247, 9.87236], [0.88442, 3.90832, 9.72229], [-0.76442, 2.66303, 7.24559], [0.35597, 4.05053, 7.09510], [-1.35083, 4.22451, 6.64478]],
  "lowdin_charge": [-0.100, -0.200, -0.207, -0.107, -0.298, -0.336, -0.028, -0.342, 0.987, -0.291, -0.381, -0.147, -0.350, -0.085, -0.348, -0.022, -0.058, -0.213, 0.787, -0.286, -0.303, 0.072, 0.068, 0.068, 0.099, 0.117, 0.141, 0.118, 0.149, 0.134, 0.085, 0.107, 0.026, 0.027, 0.038, 0.069, 0.062, 0.068, 0.048, 0.057, 0.141, 0.135, 0.111, 0.114, 0.081, 0.091, 0.080, -0.012, -0.474, 0.040, -0.018, 0.083, 0.088, 0.086, 0.094, 0.055, 0.063, -0.011, -0.479, 0.017, -0.016, 0.080, 0.089, 0.089, 0.092, 0.092, 0.082, -0.022, -0.499, 0.062, -0.011, 0.083, 0.090, 0.059, 0.094, 0.071, 0.055, -0.024, -0.490, 0.050, -0.011, 0.075, 0.088, 0.065, 0.087, 0.081, 0.083, -0.022, -0.492, 0.058, -0.016, 0.081, 0.087, 0.083, 0.096, 0.080, 0.059, -0.025, -0.506, 0.059, -0.019, 0.081, 0.086, 0.084, 0.063, 0.088, 0.071]
}

***

{
  "formula": "C31H63BFN5O7P",
  "method": "wB97M-V/def2-TZVPD",
  "spin_multiplicity": 4,
  "homo_energy_ev": [-8.48, -8.48],
  "s2": 3.76,
  "lumo_ev": [-0.61, -0.61],
  "largest_force_ha_per_bohr": 0.098,
  "elements": ["C", "C", "O", "N", "B", "F", "P", "N", "O", "O", "C", "C", "O", "H", "H", "H", "H", "H", "H", "H", "H", "H", "C", "C", "C", "C", "C", "C", "N", "O", "C", "C", "C", "H", "H", "H", "H", "H", "H", "H", "H", "H", "H", "H", "H", "H", "H", "H", "H", "H", "H", "C", "C", "C", "C", "C", "C", "N", "O", "C", "C", "C", "H", "H", "H", "H", "H", "H", "H", "H", "H", "H", "H", "H", "H", "H", "H", "H", "H", "H", "C", "C", "C", "C", "C", "C", "N", "O", "C", "C", "C", "H", "H", "H", "H", "H", "H", "H", "H", "H", "H", "H", "H", "H", "H", "H", "H", "H", "H"],
  "xyz": [[-3.54069, 2.11701, 4.70517], [-2.33176, 1.89505, 3.64617], [-1.19412, 1.75660, 4.16397], [-2.60830, 1.82220, 2.18653], [-1.62549, 2.59343, 1.36847], [-1.99857, 3.90129, 0.87876], [0.14241, 1.99853, 0.84343], [0.88113, 1.11318, 1.95289], [1.13233, 3.35990, 0.50303], [0.07090, 0.98453, -0.56143], [-2.76262, 0.41744, 1.72796], [-4.15843, -0.02360, 1.05603], [-1.89594, -0.47217, 1.86148], [-3.07965, 2.74551, 5.55378], [-3.82050, 1.09604, 5.12365], [-4.40560, 2.65011, 4.18701], [1.74817, 1.61522, 2.20747], [2.07069, 3.13911, 0.70707], [-0.16936, 0.08603, -0.22283], [-4.42071, 0.66558, 0.17781], [-4.99312, 0.00495, 1.84191], [-4.04001, -1.09012, 0.68149], [-9.86198, -1.97952, 3.84784], [-9.02530, -1.89550, 2.54840], [-9.73489, -2.73644, 1.46464], [-9.60073, -4.23525, 1.71988], [-8.13270, -4.62803, 1.84792], [-7.36140, -3.79878, 2.89880], [-7.61174, -2.32958, 2.77305], [-6.88345, -1.89143, 1.70938], [-7.72418, -4.26537, 4.32826], [-5.85606, -4.16508, 2.79256], [-9.10995, -0.39110, 2.17815], [-10.84472, -1.52262, 3.69809], [-10.07823, -2.99011, 4.18162], [-9.37259, -1.44381, 4.66764], [-9.32145, -2.50605, 0.47535], [-10.79689, -2.47348, 1.41740], [-10.15035, -4.52604, 2.62016], [-10.05921, -4.79017, 0.89520], [-8.06523, -5.69446, 2.08912], [-7.66171, -4.50896, 0.86460], [-7.29669, -3.59435, 5.07857], [-7.32314, -5.26330, 4.52623], [-8.79200, -4.35380, 4.51097], [-5.44779, -3.98944, 1.79330], [-5.69836, -5.22633, 3.00061], [-5.25948, -3.59673, 3.51150], [-8.61869, 0.22142, 2.94478], [-10.15003, -0.06272, 2.11901], [-8.65453, -0.15856, 1.21522], [6.91426, 1.05095, -0.73082], [6.52671, 1.38107, 0.73092], [7.78927, 1.23507, 1.60819], [8.18486, -0.22588, 1.80751], [7.01852, -1.02333, 2.38292], [5.71615, -0.89112, 1.56213], [5.39743, 0.52581, 1.20940], [4.89693, 1.11309, 2.33201], [5.80182, -1.73931, 0.27141], [4.57459, -1.58708, 2.35209], [6.11877, 2.87586, 0.65141], [7.63662, 1.78072, -1.10862], [7.40284, 0.09026, -0.86479], [6.04048, 1.08667, -1.38950], [7.62414, 1.69561, 2.58984], [8.62765, 1.77652, 1.15725], [8.51827, -0.66954, 0.86456], [9.04127, -0.28459, 2.48699], [7.30683, -2.07735, 2.46109], [6.84504, -0.67926, 3.40981], [4.94884, -1.54096, -0.38367], [5.78409, -2.80764, 0.50501], [6.71654, -1.59439, -0.29765], [4.43830, -1.16978, 3.35367], [4.79149, -2.64898, 2.49444], [3.62318, -1.51417, 1.81804], [5.22783, 2.99784, 0.02195], [6.91573, 3.47365, 0.20343], [5.90849, 3.31715, 1.62617], [1.65303, 1.40021, -4.21739], [3.07818, 1.99263, -4.10130], [3.04569, 3.43490, -4.65376], [2.91543, 3.46688, -6.17378], [4.02900, 2.65460, -6.82499], [4.13132, 1.20871, -6.29161], [4.09282, 1.13875, -4.79806], [5.32908, 1.52657, -4.35229], [2.99962, 0.33394, -6.88032], [5.40916, 0.56251, -6.89215], [3.31174, 2.02772, -2.56934], [0.95646, 1.95681, -3.58345], [1.22069, 1.45447, -5.21247], [1.63190, 0.35598, -3.88950], [3.95682, 3.97221, -4.36386], [2.21271, 3.99039, -4.21020], [1.93780, 3.08822, -6.48693], [2.96320, 4.50289, -6.52434], [3.87896, 2.64407, -7.91022], [4.97704, 3.17921, -6.65478], [2.97636, -0.64898, -6.40145], [3.15352, 0.16504, -7.94994], [2.00996, 0.77758, -6.80864], [6.31785, 1.12242, -6.65383], [5.35241, 0.52952, -7.98325], [5.53619, -0.46425, -6.53808], [3.32581, 1.01043, -2.15773], [2.50976, 2.56948, -2.06229], [4.24329, 2.51999, -2.28724]],
  "mulliken_spin": [0.000, 0.000, 0.000, 0.000, 0.000, 0.000, 0.001, 0.000, 0.000, 0.000, 0.000, 0.007, 0.000, 0.000, 0.000, 0.000, -0.001, 0.000, 0.000, 0.000, -0.005, 0.001, 0.013, 0.021, 0.018, -0.015, 0.015, 0.027, 0.309, 0.620, 0.014, -0.009, -0.012, 0.000, 0.001, -0.007, 0.002, 0.000, 0.000, 0.002, 0.000, 0.004, -0.008, 0.000, 0.001, 0.000, 0.000, 0.000, 0.001, 0.000, -0.001, 0.035, 0.011, 0.018, -0.018, 0.018, 0.024, 0.283, 0.633, 0.017, -0.011, -0.004, 0.000, 0.003, -0.020, 0.006, 0.002, 0.001, 0.002, 0.002, 0.004, -0.009, 0.001, 0.001, 0.001, 0.000, 0.002, 0.000, 0.000, 0.000, 0.015, 0.046, 0.017, -0.017, 0.015, 0.030, 0.296, 0.626, 0.014, -0.003, -0.047, 0.000, 0.001, -0.009, 0.001, 0.001, 0.000, 0.002, 0.000, 0.004, -0.009, 0.001, 0.001, -0.001, 0.000, -0.001, 0.007, -0.002, 0.010]
}